## i
Computed, not measured: a cluster of 2 separate species, C4H11NO in total, with wB97M-V/def2-TZVPD.

As for the expectation value of S²: 0.75. The calculation puts the lowest unoccupied orbital energy (spin up / spin down) at -3.625 / -8.322 eV. The total charge is +1. The HOMO energy (spin up / spin down) comes out at -14.37 / -14.36 eV. Its multiplicity is 2. The calculation puts the frontier orbital gap (spin up / spin down) at 10.7 / 6.0 eV.

Geometry as XYZ:
```
17
Properties=species:S:1:pos:R:3:lowdin_charge:R:1
O -0.21814 1.64676 -1.03650 -0.065
N 0.10814 -0.39288 0.97464 0.090
C 1.60703 -0.36894 1.16650 0.005
C -0.91754 -0.53755 -1.91544 -0.062
C -0.00619 0.67071 -1.88598 -0.198
C -0.63495 -0.66834 2.25353 0.000
H -0.36347 -0.05212 3.13921 0.136
H 1.95383 0.59140 1.57697 0.133
H 0.96976 0.60733 -2.48273 0.146
H -1.18654 -0.89131 -2.86258 0.059
H -1.86921 -0.29744 -1.35547 0.108
H 2.05296 -0.66845 0.20472 0.106
H -1.70451 -0.40755 2.14586 0.110
H -0.42868 -1.73340 2.42587 0.112
H -0.21328 0.51040 0.58446 0.105
H 1.88170 -1.20948 1.83243 0.107
H -0.39448 -1.44857 -1.45097 0.109
```

***

## ii
Computed, not measured: a cluster of 2 separate species, C4H11NO in total, with wB97M-V/def2-TZVPD.

As for the expectation value of S²: 0.77. The calculation puts the lowest unoccupied orbital energy (spin up / spin down) at -3.483 / -6.903 eV. The total charge is +1. The HOMO energy (spin up / spin down) comes out at -14.81 / -15.40 eV. Its multiplicity is 2. The calculation puts the frontier orbital gap (spin up / spin down) at 11.3 / 8.5 eV.

Geometry as XYZ:
```
17
Properties=species:S:1:pos:R:3:lowdin_charge:R:1
O 2.84484 0.53417 -0.75552 0.020
N -0.15720 0.08219 -0.69312 0.071
C 0.69735 -1.34164 0.87340 0.183
C -1.60721 -0.43429 1.25696 0.019
C -0.97822 1.19255 -1.28523 0.015
C -0.32231 -0.55246 0.51027 -0.301
H -1.29823 1.93121 -0.58473 0.088
H -0.15472 1.67257 -1.86628 0.113
H 2.82125 1.34220 -0.27080 0.051
H -1.75830 0.67746 -1.93785 0.137
H 0.52493 -0.25927 -1.36818 0.145
H 2.94175 -0.22861 -0.30991 -0.042
H -1.56660 0.41588 1.90701 0.103
H -2.49310 -0.22930 0.64760 0.113
H 1.39589 -1.78803 0.10291 0.126
H -1.71299 -1.10733 2.01961 0.069
H 0.82288 -1.90730 1.75387 0.090
```

***

Most stable: ii (next structure +1.078 eV)

***

## i
Computed, not measured: the ion C8H15N2O2 with charge +1, with wB97M-V/def2-TZVPD.

The calculation puts the lowest unoccupied orbital energy (spin up / spin down) at -4.884 / -4.885 eV. The total charge is +1. The HOMO energy (spin up / spin down) comes out at -12.61 / -12.61 eV. Its multiplicity is 1. The calculation puts the frontier orbital gap (spin up / spin down) at 7.7 / 7.7 eV.

Geometry as XYZ:
```
27
Properties=species:S:1:pos:R:3:lowdin_charge:R:1
O 0.06423 -1.64245 -0.79532 0.017
O 3.60849 0.36746 0.39089 -0.134
N 2.29334 0.43120 0.03529 0.068
N -0.34445 0.50893 -0.17276 -0.024
C 0.62251 -2.86971 -0.24776 -0.005
C 0.14567 -0.69361 0.03239 -0.079
C 1.71617 1.57717 0.26660 -0.066
C -1.83605 0.47047 -0.43237 -0.087
C 4.30767 -0.74407 0.00966 -0.069
C -2.75522 1.07061 0.63577 -0.250
C -4.07182 0.95098 0.06591 -0.133
C 0.32558 1.68151 -0.02904 0.040
H 1.23359 -2.54449 0.60498 0.083
H 4.64156 -1.35243 0.88685 0.109
H 2.38747 2.49345 0.59022 0.188
H -0.16099 -3.57709 -0.07418 0.093
H -4.81817 1.42514 0.69595 0.089
H -2.53906 2.13157 0.77954 0.117
H -0.19644 2.57312 -0.05102 0.118
H 1.56682 -3.35562 -0.75761 0.142
H -1.94162 0.93089 -1.41500 0.153
H 5.25924 -0.31117 -0.23851 0.096
H -4.13500 1.61132 -0.92234 0.138
H -2.68872 0.65364 1.65820 0.139
H 3.62040 -1.22649 -0.69481 0.097
H -4.31763 -0.06656 -0.19309 0.084
H -1.98755 -0.49380 -0.62844 0.076
```

***

## ii
Computed, not measured: a cluster of 2 separate species, C8H15N2O2 in total, with wB97M-V/def2-TZVPD.

The calculation puts the lowest unoccupied orbital energy at -3.189 eV. The total charge is +1. The HOMO energy comes out at -11.33 eV. Its multiplicity is 1. The calculation puts the frontier orbital gap at 8.1 eV.

Geometry as XYZ:
```
27
Properties=species:S:1:pos:R:3:lowdin_charge:R:1
O -0.76506 3.48586 -1.83173 -0.028
O -1.55437 -0.55648 0.32020 0.005
N 0.64747 -0.07438 0.23243 0.000
N 2.47709 -1.41878 0.02649 -0.159
C -2.90125 -0.10304 0.53071 -0.189
C -0.87766 4.10666 -2.84843 -0.132
C 1.03581 -1.47347 0.09926 -0.047
C 1.80650 0.70020 0.20838 -0.036
C -3.35343 -0.44255 1.94152 -0.047
C 3.28701 -2.59743 -0.05958 -0.021
C 2.86695 -0.13349 0.08692 -0.031
C -0.58350 0.32115 0.36038 -0.066
H -3.26466 -1.51043 2.11747 0.086
H 0.68658 -2.05555 0.96491 0.161
H -3.50597 -0.63644 -0.20607 0.135
H 1.76239 1.76633 0.24824 0.123
H 0.59653 -1.91000 -0.80966 0.161
H -2.75639 0.08885 2.67836 0.083
H 3.07341 -3.27133 0.77312 0.098
H 3.09994 -3.13007 -0.99531 0.098
H -1.69518 4.82175 -3.01756 0.085
H -4.39294 -0.15657 2.06384 0.090
H -2.96351 0.97248 0.34180 0.128
H -0.78982 1.38457 0.43911 0.175
H -0.17546 3.99479 -3.68843 0.084
H 4.33641 -2.31618 -0.02103 0.100
H 3.90309 0.14355 0.04467 0.143
```

***

Most stable: ii (next structure +5.338 eV)

***

## i
Computed, not measured: an isolated molecule of C9H9N3S, with wB97M-V/def2-TZVPD.

The calculation puts the lowest unoccupied orbital energy (spin up / spin down) at -1.395 / -1.396 eV. The HOMO energy (spin up / spin down) comes out at -8.12 / -8.12 eV. Its multiplicity is 1. The calculation puts the frontier orbital gap (spin up / spin down) at 6.7 / 6.7 eV. The SMILES is CC(C)=c1scn/c1=C1\C=NC=N1.

Geometry as XYZ:
```
22
Properties=species:S:1:pos:R:3:lowdin_charge:R:1
S -1.32124 -1.37723 2.31665 0.997
N 0.50394 1.69250 -1.07765 0.057
N 0.16905 0.74625 2.38748 0.029
N 2.32744 2.86891 -0.38003 0.067
C -0.11647 0.66816 1.08414 -0.222
C 1.76504 2.34801 0.67212 -0.099
C 0.54799 1.60812 0.32315 -0.195
C 1.47084 2.47928 -1.35748 -0.267
C -0.13819 -0.85119 -1.73155 -0.021
C -0.88602 -1.21301 -0.46508 -0.294
C -1.58215 -2.45215 -0.77268 -0.094
C -0.79133 -0.60813 0.76055 -0.351
C -0.38149 -0.16530 3.11608 -0.431
H 0.86709 -1.20845 -1.45538 0.128
H -2.23401 -2.23627 -1.55546 0.062
H -0.55370 -1.43546 -2.47386 0.054
H 1.90048 2.70859 -2.35750 0.120
H -0.92864 -3.33536 -1.18858 0.139
H -2.16149 -2.95678 0.13993 0.109
H 1.98447 2.67894 1.70699 0.117
H -0.51372 -0.08708 4.21671 0.094
H 0.07211 0.12765 -1.90852 0.002
```

***

## ii
Computed, not measured: an isolated molecule of C9H9N3S, with wB97M-V/def2-TZVPD.

The calculation puts the lowest unoccupied orbital energy at 0.563 eV. The HOMO energy comes out at -8.04 eV. Its multiplicity is 1. The calculation puts the frontier orbital gap at 8.6 eV. The SMILES is Cc1cnc(Nc2ccccn2)s1.

Geometry as XYZ:
```
22
Properties=species:S:1:pos:R:3:lowdin_charge:R:1
S 0.40447 0.37741 -1.64150 1.032
N -0.70602 -0.31839 2.97815 0.095
N 0.03178 -2.14442 -1.24765 -0.002
N -0.33385 -1.08817 0.78124 0.060
C -0.77876 -0.08563 1.65898 -0.300
C -1.02148 0.63122 3.90750 -0.205
C -0.13721 -1.00581 -0.59506 -0.547
C -1.08763 1.85256 3.64775 -0.123
C -0.95018 1.29784 1.30049 -0.028
C 0.90589 -0.74424 -2.85276 -0.636
C 1.61324 -0.36617 -4.17864 -0.126
C -1.13969 2.33458 2.26398 0.005
C 0.65913 -2.03507 -2.45638 -0.226
H 0.01783 -2.04855 1.24130 0.217
H 1.26604 0.62526 -4.81677 0.126
H -1.07946 0.08528 4.87760 0.129
H -0.96804 3.33904 1.85337 0.107
H 1.41887 -1.36328 -4.59741 0.047
H -0.78147 1.55459 0.26862 0.029
H 2.81263 -0.32954 -4.09479 0.107
H -1.29521 2.49678 4.43682 0.084
H 1.14912 -3.06529 -2.73485 0.156
```

***

Most stable: ii (next structure +0.354 eV)

***

## i
Computed, not measured: a cluster of 16 separate species, H32O16 in total, with wB97M-V/def2-TZVPD.

The calculation puts the lowest unoccupied orbital energy at -0.825 eV. The HOMO energy comes out at -9.50 eV. Its multiplicity is 1. The calculation puts the frontier orbital gap at 8.7 eV.

Geometry as XYZ:
```
48
Properties=species:S:1:pos:R:3:lowdin_charge:R:1
O 1.38314 0.06701 2.58611 -0.019
O -0.47916 3.44563 -0.13282 -0.037
O 2.70173 -2.39098 0.41830 -0.032
O -0.59123 2.22709 2.92334 -0.045
O -0.02800 0.29054 -0.08089 -0.049
O -1.40045 -2.45271 3.23927 -0.087
O 0.44546 -0.22603 -3.07170 -0.061
O 2.14917 2.44173 -2.74552 -0.044
O -2.29801 -0.89306 -1.82689 -0.023
O -2.98833 -1.96961 0.50790 -0.060
O -2.55570 0.01006 2.35824 -0.053
O 0.00748 -2.95889 -2.26253 -0.059
O 2.22606 2.74082 0.18679 -0.047
O -2.66822 1.66235 -0.27627 -0.068
O 0.13089 -2.18671 1.07915 -0.044
O 2.57871 -0.05122 -1.06576 -0.024
H 1.69006 -0.14084 1.71219 -0.017
H 2.24185 1.97789 -0.39448 -0.018
H -0.24000 -3.05691 1.09161 0.072
H -2.34685 0.05371 -1.71021 0.018
H 3.04151 0.07360 -1.85934 0.051
H -2.24365 0.84459 2.09655 -0.034
H -0.18863 1.86824 3.74534 0.068
H 3.42300 -2.03046 0.94289 0.065
H 1.74064 -0.68741 3.05470 0.053
H -0.61762 -2.87380 -3.00115 0.045
H -3.88569 -2.26468 0.34348 0.059
H 3.26294 -0.09654 -0.39492 0.075
H 1.01496 -0.22366 -3.88666 0.102
H -2.90340 2.47398 -0.74981 0.052
H 2.45652 2.27132 1.01082 0.060
H -2.79764 -0.50638 1.55203 0.008
H 1.04462 -2.33108 0.88057 -0.013
H -0.20974 0.47609 -3.17236 0.063
H 2.04709 3.35163 -3.08794 0.076
H 1.24586 2.17231 -2.61355 0.007
H -1.68713 1.64940 -0.29802 -0.004
H -2.93789 -1.36387 -0.26463 0.012
H -1.44455 -1.10785 -2.14187 -0.024
H -0.73570 3.72746 0.71225 0.013
H -2.20632 -1.94402 3.23089 -0.004
H -0.92096 -2.09301 2.46508 -0.025
H -0.19837 -0.64851 0.10862 0.023
H 0.65737 -2.27537 -2.53202 0.016
H -0.44155 1.58367 2.26719 -0.040
H 2.55336 -1.71974 -0.27804 0.020
H 0.64688 0.11092 -0.74497 -0.010
H 0.32549 2.97327 0.07905 -0.018
```

***

## ii
Computed, not measured: a cluster of 16 separate species, H32O16 in total, with wB97M-V/def2-TZVPD.

The calculation puts the lowest unoccupied orbital energy at -0.513 eV. The HOMO energy comes out at -10.12 eV. Its multiplicity is 1. The calculation puts the frontier orbital gap at 9.6 eV.

Geometry as XYZ:
```
48
Properties=species:S:1:pos:R:3:lowdin_charge:R:1
O -2.26350 0.17567 -2.53565 -0.022
O 0.87350 -2.31633 0.14935 -0.050
O -1.94650 -0.30133 2.06335 -0.049
O 1.56550 -0.58933 -2.13765 -0.043
O 1.74850 2.09967 -0.33465 -0.045
O 1.08850 -0.65233 2.48635 -0.016
O -0.51550 3.71967 0.27935 -0.021
O -0.36650 0.26867 -0.08165 -0.030
O 0.46350 1.87467 -2.85465 -0.010
O 0.17450 1.99767 2.18735 -0.036
O -3.63550 0.02367 0.07035 -0.063
O 3.25350 -0.63133 -0.08865 -0.048
O -2.46850 -2.32933 -0.88665 -0.031
O -0.24350 -2.70233 -2.57265 -0.037
O -1.30350 -2.92733 1.88735 -0.060
O 3.25550 1.48267 1.90535 -0.013
H 1.14250 -1.87833 0.97235 0.023
H 3.20250 0.25567 0.26235 -0.027
H -2.11050 -3.46333 1.71335 0.069
H -0.16450 2.71167 1.63235 0.006
H 1.37550 2.95367 -0.15165 0.042
H -0.35850 1.93067 2.97835 0.065
H 2.68150 2.29267 -0.51865 0.109
H 0.28150 -2.18133 -1.97165 -0.015
H 1.11450 0.25267 -2.41365 0.036
H 2.26150 -0.76133 -2.72465 0.054
H -1.70750 -2.53033 -1.46165 0.010
H -0.41050 4.09067 -0.61865 0.098
H -3.28550 -0.18633 0.94735 -0.017
H -0.13150 -0.64633 -0.04465 0.006
H 2.51850 -0.77633 -0.68365 -0.037
H -2.47250 -3.09033 -0.34465 0.013
H -1.38750 -0.10133 1.28635 0.017
H -1.51350 0.27067 -3.09365 0.004
H -0.23250 -3.61233 -2.28665 0.053
H 1.21250 2.02667 -3.41465 0.060
H -2.12750 0.53467 2.43335 0.047
H -1.73650 0.18667 -1.75065 -0.032
H 2.44450 1.61667 1.46535 -0.046
H 0.80650 2.02667 -1.98765 -0.021
H 0.51550 0.64167 -0.17665 0.016
H 0.00150 -2.58833 0.37835 -0.015
H 0.68350 -0.87933 3.32635 0.070
H 0.65450 0.16867 2.34935 -0.035
H -1.72450 -2.05333 1.93435 0.000
H 3.02650 1.20667 2.76035 0.021
H -3.16850 -0.58333 -0.47765 -0.048
H -1.07150 2.97267 0.14435 0.047
```

***

Most stable: ii (next structure +0.160 eV)